Entry 1:
# H16IO8

9 unconnected molecules or ions with the total composition H16IO8 (the ωB97M-V functional and the def2-TZVPD basis, OMol25).

Geometry (Å):
I (-0.072, -0.018, -0.072)
O (0.587, -0.302, -3.913)
H (1.187, -1.073, -3.989)
H (0.355, -0.131, -2.934)
O (0.955, 3.332, 0.311)
H (0.576, 2.684, -0.321)
H (1.879, 3.195, 0.015)
O (-3.112, -1.810, 0.173)
H (-3.114, -2.563, -0.437)
H (-2.361, -1.357, 0.454)
O (3.474, 0.237, -0.313)
H (2.489, 0.299, -0.298)
H (3.692, -0.639, 0.094)
O (0.165, -3.860, -0.949)
H (0.096, -2.719, -0.934)
H (0.833, -3.810, -0.384)
O (-1.433, 1.115, 3.088)
H (-2.453, 0.811, 3.123)
H (-1.235, 0.676, 2.236)
O (1.616, -0.480, 3.204)
H (1.285, -0.308, 2.241)
H (1.699, 0.342, 3.858)
O (-2.729, 2.005, -1.362)
H (-1.995, 1.549, -1.153)
H (-2.383, 2.824, -1.738)

Summary:
* net charge: -1
* lowest unoccupied orbital energy: 2.896 eV
* frontier orbital gap: 9.03 eV
* HOMO level: -6.131 eV
* F_max: 0.152 hartree/bohr
* ΔE to the lowest compared entry with this formula, charge and spin: 59.5 kcal/mol
* calculated total energy: -24742.2100 eV

Entry 2:
# H16NO11Zn2

A molecular structure, H16NO11Zn2 (the ωB97M-V functional and the def2-TZVPD basis, OMol25).

Geometry (Å):
Zn (-4.673, 0.497, 0.675)
Zn (-0.172, -0.161, -5.270)
N (0.242, 0.142, -0.698)
O (0.527, -0.389, -1.711)
O (-0.819, -0.081, -0.067)
O (0.818, 1.131, -0.278)
O (-2.292, -2.736, -4.895)
H (-3.110, -2.880, -5.370)
H (-2.142, -3.554, -4.421)
O (3.737, -1.142, 2.695)
H (4.131, -1.197, 1.824)
H (3.608, -0.205, 2.841)
O (-3.691, 3.165, 2.517)
H (-4.049, 3.972, 2.888)
H (-2.843, 3.059, 2.946)
O (-0.167, 5.806, 1.049)
H (0.589, 5.955, 1.617)
H (-0.063, 4.905, 0.744)
O (2.256, -2.184, -6.329)
H (2.427, -2.496, -7.217)
H (3.097, -2.263, -5.880)
O (0.245, -4.100, 3.992)
H (-0.088, -4.020, 3.098)
H (-0.477, -4.494, 4.483)
O (-4.622, -1.989, 2.992)
H (-4.125, -2.108, 3.801)
H (-5.074, -2.823, 2.863)
O (5.602, 3.575, 0.717)
H (6.222, 3.620, -0.011)
H (4.906, 2.997, 0.405)

Summary:
* net charge: +3
* lowest unoccupied orbital energy: -15.653 eV
* frontier orbital gap: 1.52 eV
* HOMO level: -17.168 eV
* F_max: 0.083 hartree/bohr
* calculated total energy: -121062.8813 eV

Entry 3:
# H16NaO8

A molecular structure, H16NaO8 (the ωB97M-V functional and the def2-TZVPD basis, OMol25).

Geometry (Å):
Na (-0.959, -10.514, -17.002)
O (0.405, -10.523, -19.292)
H (0.148, -10.718, -20.204)
H (0.697, -9.602, -19.311)
O (1.425, -8.806, -16.317)
H (2.249, -8.885, -16.815)
H (0.855, -8.260, -16.877)
O (-0.063, -12.872, -15.487)
H (0.633, -12.926, -16.164)
H (0.343, -13.226, -14.688)
O (-2.728, -11.413, -18.408)
H (-3.600, -11.023, -18.541)
H (-2.833, -12.340, -18.656)
O (-0.273, -9.869, -14.322)
H (-0.948, -9.183, -14.234)
H (0.489, -9.424, -14.725)
O (-1.062, -8.041, -17.482)
H (-0.996, -7.900, -16.525)
H (-1.274, -7.173, -17.852)
O (-2.960, -10.197, -15.517)
H (-3.090, -10.888, -14.852)
H (-3.793, -10.164, -16.001)
O (1.330, -12.685, -17.826)
H (1.885, -13.249, -18.375)
H (1.002, -12.003, -18.429)

Summary:
* net charge: +1
* lowest unoccupied orbital energy: -3.310 eV
* frontier orbital gap: 10.38 eV
* HOMO level: -13.694 eV
* F_max: 0.013 hartree/bohr
* ΔE to the lowest compared entry with this formula, charge and spin: 6.8 kcal/mol
* calculated total energy: -21053.1421 eV

Entry 4:
# H16O8

8 unconnected molecules or ions with the total composition H16O8 (the ωB97M-V functional and the def2-TZVPD basis, OMol25).

Geometry (Å):
O (2.095, 2.572, -0.537)
H (1.311, 2.716, -0.007)
H (2.756, 3.145, -0.149)
O (0.260, -0.307, -0.699)
H (-0.610, -0.235, -0.308)
H (0.862, -0.244, 0.043)
O (-1.936, -0.326, 0.805)
H (-2.501, -1.069, 1.017)
H (-2.141, 0.329, 1.472)
O (0.882, -0.724, -3.175)
H (0.771, -0.685, -2.225)
H (0.259, -1.391, -3.462)
O (0.610, -2.677, 1.249)
H (0.061, -2.717, 0.466)
H (0.007, -2.439, 1.954)
O (-0.967, -3.160, -0.791)
H (-1.575, -2.950, -1.500)
H (-1.108, -4.091, -0.622)
O (1.248, 2.013, 2.295)
H (1.721, 1.537, 1.613)
H (0.453, 2.325, 1.864)
O (-0.530, 2.698, 0.476)
H (-1.244, 3.317, 0.628)
H (-0.686, 2.362, -0.406)

Summary:
* lowest unoccupied orbital energy: -0.216 eV
* frontier orbital gap: 9.89 eV
* HOMO level: -10.108 eV
* F_max: 0.024 hartree/bohr
* ΔE to the lowest compared entry with this formula, charge and spin: 55.0 kcal/mol
* calculated total energy: -16639.6268 eV

Entry 5:
# H16O8

8 unconnected molecules or ions with the total composition H16O8 (the ωB97M-V functional and the def2-TZVPD basis, OMol25).

Geometry (Å):
O (-0.520, 0.314, 0.511)
H (-0.505, 1.085, 1.014)
H (0.358, -0.076, 0.718)
O (2.323, -2.195, -1.400)
H (1.690, -2.477, -1.981)
H (3.082, -2.317, -2.002)
O (3.814, 0.069, 1.860)
H (3.549, -0.016, 2.792)
H (3.284, -0.618, 1.542)
O (-0.069, 2.863, -0.474)
H (-0.819, 3.152, 0.071)
H (-0.379, 1.979, -0.423)
O (-1.712, -2.030, 0.420)
H (-1.372, -1.177, 0.693)
H (-1.417, -2.008, -0.426)
O (-1.544, 0.768, -1.002)
H (-2.314, 0.501, -1.533)
H (-1.755, 1.158, -0.201)
O (-3.925, -0.753, 0.819)
H (-4.139, 0.063, 1.361)
H (-3.536, -0.288, 0.009)
O (1.667, 0.811, -0.848)
H (2.634, 0.775, -0.501)
H (1.366, 1.485, -0.216)

Summary:
* lowest unoccupied orbital energy: -0.143 eV
* frontier orbital gap: 10.18 eV
* HOMO level: -10.324 eV
* F_max: 0.156 hartree/bohr
* ΔE to the lowest compared entry with this formula, charge and spin: 156.8 kcal/mol
* calculated total energy: -16635.2119 eV